[1]
C16H20F5MoN8O4S as an isolated structure, computed with wB97M-V/def2-TZVPD.

Each line ends with the Mulliken charge.
Atoms and positions in Å:
Mo -0.898 -1.202 -0.849  0.115
N -1.026 -3.406 -0.643  -0.549
N -1.687 -3.864 -1.811  -0.128
C -2.530 -2.952 -2.495  0.569
O -3.260 -3.356 -3.355  -0.601
O -2.357 -1.703 -2.130  -0.618
H -0.108 -3.843 -0.599  0.315
H -1.549 -3.643 0.201  0.385
H -2.017 -4.818 -1.785  0.274
F -4.883 3.949 1.589  -0.283
C -4.290 2.769 1.488  0.632
C -2.956 2.632 1.838  -0.067
F -2.265 3.683 2.274  -0.289
C -2.352 1.396 1.731  0.046
F -1.057 1.290 2.083  -0.089
C -3.034 0.278 1.277  0.185
S -2.266 -1.300 1.160  -0.451
C -4.371 0.440 0.930  0.436
F -5.077 -0.595 0.487  -0.317
C -5.000 1.669 1.035  0.171
F -6.279 1.799 0.702  -0.278
C 1.728 -0.903 -4.514  -1.751
C 0.802 -0.790 -3.354  0.831
N 0.547 -1.707 -2.485  0.534
O 1.181 -2.916 -2.518  -0.435
C 0.091 0.484 -3.075  0.758
C 0.085 1.693 -3.938  -1.726
N -0.515 0.346 -1.961  0.770
O -1.356 0.870 -1.151  -0.586
H 1.915 -1.930 -4.824  0.567
H 2.682 -0.426 -4.279  0.365
H 1.299 -0.386 -5.371  0.390
H 1.844 -2.917 -3.227  0.335
H 1.100 2.040 -4.133  0.392
H -0.474 2.490 -3.452  0.356
H -0.391 1.470 -4.895  0.388
C 4.051 1.997 2.626  -1.473
C 3.137 1.223 3.570  0.783
C 1.757 1.864 3.674  -1.296
C 3.035 -0.257 3.201  -1.167
N 2.330 -0.472 1.933  0.662
C 1.065 -0.803 1.715  -0.541
N 0.886 -0.818 0.409  0.683
N 2.079 -0.520 -0.158  -0.198
N 2.943 -0.303 0.750  -0.822
H 4.184 3.015 2.992  0.431
H 3.626 2.060 1.622  0.293
H 5.036 1.534 2.546  0.381
H 3.595 1.217 4.564  0.326
H 1.287 1.959 2.691  0.183
H 1.839 2.868 4.088  0.479
H 1.085 1.294 4.320  0.326
H 2.470 -0.804 3.954  0.413
H 4.014 -0.720 3.093  0.384
H 0.306 -0.972 2.460  0.511

Calculated values
E	-2326.11550	Ha
Kohn-Sham gap (spin up / spin down)	7.80 / 6.90	eV
charge	+1
HOMO (spin up / spin down)	-11.38 / -11.48	eV
2S+1	3
energy above the lowest of the compared OMol25 structures with the same formula, charge and spin	6.30	kcal per mole

=====

[2]
C19H28BeBrCl7F9KN2O12S as an isolated structure, computed with wB97M-V/def2-TZVPD.

Each line ends with the Mulliken charge.
Atoms and positions in Å:
C -5.578 5.978 2.061  -1.120
C -6.102 6.312 0.683  0.733
O -6.417 7.445 0.416  -0.562
O -6.244 5.317 -0.271  -0.372
C -5.162 5.254 -1.167  -0.447
C -3.744 5.460 -0.498  -1.024
C -2.499 5.037 -1.391  -1.160
C -2.601 3.650 -2.022  -0.370
C -2.928 2.538 -1.039  0.246
C -3.133 1.118 -1.618  0.016
O -3.215 0.781 -2.762  -0.499
N -3.160 0.286 -0.424  -0.437
C -1.915 0.769 0.231  -1.047
C -1.977 2.347 0.177  0.380
Cl -0.276 2.823 -0.183  -0.187
H -6.244 6.357 2.827  0.375
H -4.628 6.507 2.141  0.346
H -5.426 4.903 2.114  0.350
H -5.310 5.942 -2.039  0.412
H -5.194 4.258 -1.607  0.258
H -3.630 6.556 -0.289  0.809
H -3.724 4.899 0.429  0.222
H -1.641 5.015 -0.723  0.305
H -2.230 5.793 -2.166  0.798
H -1.620 3.414 -2.440  0.557
H -3.291 3.616 -2.867  -0.227
H -3.885 2.793 -0.566  0.175
H -3.888 0.718 0.147  0.340
H -1.168 0.555 -0.531  0.580
H -1.767 0.299 1.193  0.167
H -2.370 2.788 1.086  0.408
C -1.254 -3.974 3.629  -0.308
C -1.098 -3.660 2.167  -0.024
O -2.173 -2.739 1.880  -0.265
S -2.475 -1.831 3.147  1.006
O -1.782 -0.596 2.973  -0.627
O -3.856 -1.888 3.432  -0.560
O -1.650 -2.717 4.258  -0.353
H -2.052 -4.698 3.795  0.282
H -0.335 -4.337 4.076  0.197
H -1.179 -4.543 1.541  0.328
H -0.151 -3.157 1.964  0.044
K -3.522 6.993 -3.017  1.048
C -4.605 3.170 -6.362  -0.018
Cl -5.648 2.407 -5.166  -0.098
Cl -3.579 4.404 -5.586  -0.160
Cl -3.611 1.985 -7.184  -0.084
H -5.228 3.667 -7.094  0.345
C 2.681 -3.532 3.761  0.029
Cl 2.033 -5.124 3.413  -0.108
Cl 2.533 -2.481 2.346  -0.153
Cl 1.859 -2.787 5.145  -0.138
H 3.731 -3.636 3.996  0.341
C 5.932 -6.267 1.069  -1.002
C 6.045 -4.860 1.638  0.927
C 5.444 -3.743 0.786  -0.070
F 6.090 -3.563 -0.490  -0.057
F 5.594 -2.560 1.392  -0.222
F 7.337 -4.579 1.960  -0.305
F 5.355 -4.847 2.807  -0.252
O 7.080 -6.833 0.400  -0.428
C 7.277 -6.567 -0.916  0.911
C 8.605 -5.831 -1.136  0.074
F 8.626 -4.664 -0.453  -0.192
F 8.796 -5.546 -2.442  -0.220
F 6.161 -5.929 -1.426  -0.250
F 7.355 -7.746 -1.560  -0.314
H 5.794 -6.918 1.929  0.444
H 5.007 -6.367 0.483  0.554
H 4.377 -3.930 0.617  0.329
H 9.432 -6.454 -0.792  0.233
Br 6.288 -3.821 -2.450  0.473
N 6.029 -2.072 -5.327  1.068
O 5.107 -2.845 -4.950  -0.596
O 7.178 -2.235 -4.857  -0.605
O 5.789 -1.176 -6.136  -0.623
O -3.476 8.195 2.544  -0.638
H -4.335 8.632 2.577  0.327
H -2.839 8.918 2.523  0.292
Be -1.069 -1.043 5.466  0.255
F 3.344 -5.803 0.726  -0.863

Calculated values
E	-9459.61433	Ha
Kohn-Sham gap	3.89	eV
HOMO	-6.53	eV
energy above the lowest of the compared OMol25 structures with the same formula, charge and spin	24.33	kcal per mole

=====

[3]
C16H31N3O5PtSi2 as an isolated structure, computed with wB97M-V/def2-TZVPD.

Each line ends with the Mulliken charge.
Atoms and positions in Å:
Pt -0.123 -0.342 0.207  0.416
O 3.040 4.604 0.452  -0.478
C 3.719 3.621 -0.110  0.385
O 4.852 3.720 -0.478  -0.512
C 3.023 2.299 -0.311  0.140
C 3.633 1.255 -0.986  -0.458
N 2.787 0.220 -0.995  0.257
N 1.640 0.524 -0.366  -0.446
C 1.783 1.786 0.061  0.158
C 0.664 2.330 0.872  1.101
O 0.593 3.471 1.234  -0.706
O -0.232 1.394 1.161  -0.534
H 2.137 4.351 0.729  0.397
H 4.609 1.214 -1.443  0.575
H 2.933 -0.690 -1.403  -0.120
C -2.700 0.599 4.261  -1.143
N -2.019 -0.106 3.161  0.270
C -0.767 -0.749 3.550  -0.761
C -2.520 -0.128 1.956  0.962
C -3.847 0.505 1.678  -1.716
O -1.955 -0.719 0.949  -0.424
H -2.390 0.143 5.196  0.408
H -3.777 0.509 4.175  0.420
H -2.411 1.650 4.259  0.364
H -0.184 -0.048 4.144  0.403
H -0.186 -1.049 2.685  0.053
H -0.992 -1.629 4.153  0.419
H -3.879 1.526 2.058  0.464
H -4.649 -0.058 2.157  0.430
H -4.014 0.519 0.606  0.344
C 2.530 -2.674 1.096  -1.008
Si 1.736 -3.239 -0.495  0.432
C 2.646 -2.720 -2.042  -0.907
C 1.346 -5.048 -0.433  -1.172
C 0.010 -2.198 -0.265  -0.395
Si -0.892 -2.306 -2.274  0.157
C -0.477 -3.906 -3.098  -1.023
C -2.640 -2.369 -1.674  -0.772
C -0.431 -0.832 -3.284  -0.907
H 3.590 -2.945 1.025  0.417
H 2.109 -3.224 1.940  0.316
H 2.465 -1.609 1.313  0.310
H 3.722 -2.854 -1.898  0.626
H 2.459 -1.698 -2.380  0.064
H 2.379 -3.354 -2.884  0.288
H 2.201 -5.563 0.016  0.393
H 1.186 -5.482 -1.418  0.369
H 0.481 -5.267 0.194  0.371
H -0.612 -2.765 0.439  0.592
H -0.845 -4.763 -2.534  0.327
H 0.562 -4.069 -3.360  0.328
H -1.039 -3.867 -4.040  0.449
H -2.840 -3.232 -1.040  0.352
H -3.206 -2.496 -2.607  0.461
H -2.967 -1.466 -1.172  0.098
H 0.558 -0.929 -3.734  0.345
H -0.491 0.121 -2.761  0.355
H -1.153 -0.793 -4.108  0.469

Calculated values
E	-1866.47412	Ha
Kohn-Sham gap (spin up / spin down)	5.33 / 5.33	eV
charge	+2
HOMO (spin up / spin down)	-15.40 / -15.40	eV
energy above the lowest of the compared OMol25 structures with the same formula, charge and spin	14.21	kcal per mole

=====

[4]
C30H37N2O4SSnTe as an isolated structure, computed with wB97M-V/def2-TZVPD.

Each line ends with the Mulliken charge.
Atoms and positions in Å:
Sn -0.021 -1.017 -0.750  1.251
N 0.994 -2.692 0.812  -0.548
C 1.185 -2.318 2.235  -0.378
C 1.870 -0.962 2.407  -0.706
C 1.090 0.144 1.721  0.784
O 0.410 0.936 2.335  -0.669
O 1.222 0.176 0.392  -0.331
H 0.540 -3.601 0.775  0.261
H 1.904 -2.827 0.376  0.305
H 1.769 -3.070 2.762  0.425
H 0.198 -2.289 2.695  -0.029
H 2.878 -0.987 1.989  0.316
H 1.929 -0.751 3.473  0.400
C 7.104 6.861 -0.829  -1.544
C 5.968 5.878 -0.888  0.543
C 5.056 5.895 -1.940  -0.932
C 3.982 5.022 -2.012  0.692
C 3.035 5.128 -3.181  -1.190
C 3.848 4.099 -0.962  0.746
Te 2.230 2.767 -0.858  0.619
N 2.102 2.208 -2.734  -0.066
C 1.116 1.410 -3.197  -0.162
O 0.450 0.655 -2.490  -0.581
C 0.865 1.581 -4.635  0.826
C -0.461 1.598 -5.085  -0.468
C -0.721 1.861 -6.414  -0.694
C 0.335 2.083 -7.300  -0.389
C 1.653 2.036 -6.861  -0.800
C 1.925 1.808 -5.524  -0.156
C 0.577 4.064 -0.754  1.165
C -0.228 4.286 -1.863  -0.495
C -1.309 5.143 -1.730  -0.829
C -1.567 5.742 -0.503  -0.801
C -0.756 5.487 0.595  -0.774
C 0.327 4.620 0.501  0.441
C 1.178 4.280 1.703  -1.314
C 4.761 4.016 0.102  0.510
C 4.729 2.993 1.222  -1.618
C 5.806 4.930 0.114  -0.817
H 7.127 7.501 -1.709  0.351
H 8.061 6.342 -0.752  0.376
H 7.008 7.496 0.053  0.359
H 5.174 6.628 -2.730  0.344
H 3.266 6.011 -3.773  0.473
H 1.996 5.205 -2.853  0.143
H 3.120 4.256 -3.832  0.235
H -1.266 1.417 -4.385  0.407
H -1.742 1.902 -6.768  0.430
H 0.126 2.289 -8.342  0.418
H 2.463 2.181 -7.563  0.433
H 2.946 1.769 -5.166  0.508
H -0.017 3.830 -2.823  0.548
H -1.940 5.348 -2.585  0.475
H -2.409 6.413 -0.400  0.440
H -0.970 5.962 1.546  0.475
H 0.899 4.876 2.569  0.514
H 2.238 4.479 1.507  0.273
H 1.059 3.226 1.978  0.166
H 3.867 2.328 1.204  0.079
H 4.737 3.487 2.194  0.440
H 5.617 2.364 1.170  0.440
H 6.521 4.888 0.930  0.502
O -1.897 -1.199 0.461  -0.434
S -3.173 -1.344 1.316  0.176
C -4.040 0.251 1.160  -0.554
C -3.990 0.950 2.522  -0.759
C -2.692 0.502 3.187  -0.098
C -2.688 -1.014 3.026  -0.340
H -5.053 0.054 0.812  0.424
H -3.490 0.778 0.381  0.285
H -4.845 0.641 3.126  0.324
H -4.042 2.031 2.404  0.382
H -2.647 0.787 4.237  0.446
H -1.826 0.930 2.687  -0.115
H -3.446 -1.494 3.652  0.469
H -1.729 -1.501 3.192  -0.025

Calculated values
E	-2455.80591	Ha
Kohn-Sham gap (spin up / spin down)	8.86 / 5.48	eV
charge	+2
HOMO (spin up / spin down)	-13.93 / -13.92	eV
2S+1	2
energy above the lowest of the compared OMol25 structures with the same formula, charge and spin	19.04	kcal per mole

=====

[5]
C17H17Cl2N3O4Ru as an isolated structure, computed with wB97M-V/def2-TZVPD.

Each line ends with the Mulliken charge.
Atoms and positions in Å:
Ru 0.897 -1.410 -0.189  0.680
O -0.942 -2.535 0.164  -0.952
C -1.814 -2.082 0.979  0.697
C -2.384 -2.949 1.959  -0.557
C -3.290 -2.496 2.871  -0.370
C -3.732 -1.149 2.853  -0.597
C -3.260 -0.295 1.903  -0.779
C -2.298 -0.708 0.945  0.860
C -1.853 0.230 -0.002  -0.556
N -0.839 0.025 -0.815  0.438
N -0.502 0.972 -1.634  -0.576
C 0.710 0.808 -2.219  0.705
O 1.525 -0.092 -1.882  -0.783
C 1.061 1.769 -3.274  0.412
C 0.225 2.847 -3.573  -0.149
C 0.606 3.765 -4.534  -0.670
C 1.814 3.615 -5.202  -0.371
C 2.643 2.538 -4.915  -0.620
C 2.271 1.617 -3.953  -0.469
H -2.044 -3.976 1.953  0.455
H -3.688 -3.176 3.614  0.421
H -4.457 -0.811 3.581  0.459
H -3.614 0.729 1.863  0.396
H -2.361 1.195 -0.044  0.376
H -0.711 2.955 -3.046  0.427
H -0.039 4.603 -4.765  0.397
H 2.111 4.342 -5.947  0.398
H 3.579 2.421 -5.444  0.404
H 2.909 0.775 -3.721  0.357
Cl 1.916 -3.427 -1.606  -0.035
C 3.279 -3.651 -0.486  -0.254
Cl 3.018 -2.594 0.917  -0.078
H 4.194 -3.355 -0.983  0.354
H 3.302 -4.683 -0.157  0.339
N -0.406 0.274 4.526  -0.598
C 0.346 1.072 3.557  -0.325
C 0.666 0.208 2.345  0.504
O 1.052 0.628 1.273  -0.563
O 0.469 -1.088 2.543  -0.304
H -1.407 0.350 4.379  0.164
H -0.208 0.540 5.480  0.243
H 0.095 -1.149 3.469  0.415
H 1.303 1.365 3.993  0.396
H -0.145 1.985 3.223  0.310

Calculated values
E	-2138.22510	Ha
Kohn-Sham gap (spin up / spin down)	7.57 / 5.99	eV
charge	+1
HOMO (spin up / spin down)	-10.67 / -11.21	eV
2S+1	6

=====

The lowest E belongs to which entry?
C19H28BeBrCl7F9KN2O12S

=====

Among the records above, which one has the highest E?
C16H31N3O5PtSi2

=====

What did the fifth record say?
C17H17Cl2N3O4Ru as an isolated structure, computed with wB97M-V/def2-TZVPD.

Each line ends with the Mulliken charge.
Atoms and positions in Å:
Ru 0.897 -1.410 -0.189  0.680
O -0.942 -2.535 0.164  -0.952
C -1.814 -2.082 0.979  0.697
C -2.384 -2.949 1.959  -0.557
C -3.290 -2.496 2.871  -0.370
C -3.732 -1.149 2.853  -0.597
C -3.260 -0.295 1.903  -0.779
C -2.298 -0.708 0.945  0.860
C -1.853 0.230 -0.002  -0.556
N -0.839 0.025 -0.815  0.438
N -0.502 0.972 -1.634  -0.576
C 0.710 0.808 -2.219  0.705
O 1.525 -0.092 -1.882  -0.783
C 1.061 1.769 -3.274  0.412
C 0.225 2.847 -3.573  -0.149
C 0.606 3.765 -4.534  -0.670
C 1.814 3.615 -5.202  -0.371
C 2.643 2.538 -4.915  -0.620
C 2.271 1.617 -3.953  -0.469
H -2.044 -3.976 1.953  0.455
H -3.688 -3.176 3.614  0.421
H -4.457 -0.811 3.581  0.459
H -3.614 0.729 1.863  0.396
H -2.361 1.195 -0.044  0.376
H -0.711 2.955 -3.046  0.427
H -0.039 4.603 -4.765  0.397
H 2.111 4.342 -5.947  0.398
H 3.579 2.421 -5.444  0.404
H 2.909 0.775 -3.721  0.357
Cl 1.916 -3.427 -1.606  -0.035
C 3.279 -3.651 -0.486  -0.254
Cl 3.018 -2.594 0.917  -0.078
H 4.194 -3.355 -0.983  0.354
H 3.302 -4.683 -0.157  0.339
N -0.406 0.274 4.526  -0.598
C 0.346 1.072 3.557  -0.325
C 0.666 0.208 2.345  0.504
O 1.052 0.628 1.273  -0.563
O 0.469 -1.088 2.543  -0.304
H -1.407 0.350 4.379  0.164
H -0.208 0.540 5.480  0.243
H 0.095 -1.149 3.469  0.415
H 1.303 1.365 3.993  0.396
H -0.145 1.985 3.223  0.310

Calculated values
E	-2138.22510	Ha
Kohn-Sham gap (spin up / spin down)	7.57 / 5.99	eV
charge	+1
HOMO (spin up / spin down)	-10.67 / -11.21	eV
2S+1	6